# 1
Molecular formula: C30H47BrFeN4OP2
Method: DFT, ωB97M-V/def2-TZVPD

Largest force on an atom, eV/Å: 3.03
Relative energy (zero: lowest compared OMol25 entry of this formula, charge and spin), kJ/mol: 0.0
HOMO-LUMO gap (alpha / beta), eV: 7.022 / 3.646
Total energy, eV: -162871.28122
⟨S²⟩: 6.043
Highest occupied orbital energy (alpha / beta), eV: -12.14 / -11.94

The geometry in ORCA input format:
```
! RIJCOSX wB97M-V def2-TZVPD def2/J DEFGRID3
* xyz 2 5
N -6.32 4.83 -4.12
C -5.98 5.03 -2.84
C -5.21 4.09 -2.13
C -4.71 2.92 -2.76
C -5.07 2.76 -4.13
C -5.89 3.74 -4.76
C -3.80 2.01 -2.03
Fe -1.29 0.13 0.26
P 4.81 -0.88 0.60
C -2.92 1.17 -2.70
C -1.53 1.08 -2.33
C -0.43 0.81 -3.19
C 0.87 1.15 -2.86
C 1.14 2.01 -1.79
C 0.13 2.16 -0.83
C -1.21 1.70 -1.05
Br 2.77 2.75 -1.43
H -3.85 2.12 -0.93
H -3.23 0.73 -3.67
H -4.95 4.32 -1.10
H -4.72 1.93 -4.73
H -6.33 5.95 -2.37
H -6.19 3.62 -5.81
H -0.65 0.33 -4.17
H -2.01 2.01 -0.32
H 1.69 0.77 -3.48
H 0.31 2.68 0.08
P -0.74 -2.01 -0.13
C 5.26 0.87 0.89
C 6.62 1.28 0.27
H 5.33 1.00 1.98
H 4.41 1.43 0.49
H 6.80 2.35 0.42
H 7.46 0.75 0.74
H 6.67 1.08 -0.81
C 4.07 -1.10 -1.03
C 5.04 -2.00 -1.82
H 3.91 -0.12 -1.50
H 3.10 -1.60 -0.89
H 4.76 -2.08 -2.87
H 6.07 -1.61 -1.77
H 5.06 -3.01 -1.38
C 3.67 -1.44 1.87
C 4.53 -1.97 3.02
H 3.01 -2.21 1.46
H 3.08 -0.56 2.14
H 3.97 -2.66 3.65
H 5.42 -2.51 2.66
H 4.90 -1.14 3.65
C -0.38 -3.28 1.16
C -1.07 -4.65 1.05
H -0.59 -2.81 2.14
H 0.71 -3.42 1.11
H -2.06 -4.66 1.52
H -1.16 -5.00 0.02
H -0.46 -5.40 1.58
C 0.42 -2.56 -1.44
C -0.05 -2.57 -2.89
H 0.73 -3.58 -1.15
H 1.30 -1.91 -1.33
H -1.00 -3.10 -3.03
H -0.16 -1.56 -3.29
H 0.71 -3.08 -3.50
C -2.42 -2.44 -0.77
C -3.60 -2.02 0.12
H -2.39 -3.53 -0.83
H -2.52 -1.99 -1.77
H -4.54 -2.26 -0.41
H -3.64 -2.57 1.08
H -3.61 -0.94 0.33
C 0.42 3.35 4.30
N -0.38 2.16 4.06
C -0.76 1.42 5.13
C -1.36 0.21 4.88
C -1.56 -0.19 3.54
N -1.23 0.57 2.46
C -0.44 1.69 2.73
O 0.25 2.28 1.90
N -2.05 -1.44 3.34
H 0.17 4.14 3.59
H 1.49 3.15 4.20
H 0.23 3.71 5.32
H -0.53 1.84 6.11
H -1.62 -0.45 5.71
H -2.22 -2.02 4.14
H -2.46 -1.75 2.45
*
```



# 2
Molecular formula: C30H47Cl2N2PSeZr
Method: DFT, ωB97M-V/def2-TZVPD

Largest force on an atom, eV/Å: 4.24
HOMO-LUMO gap, eV: 5.117
Total energy, eV: -135815.42967
Highest occupied orbital energy, eV: -5.87

The geometry in ORCA input format:
```
! RIJCOSX wB97M-V def2-TZVPD def2/J DEFGRID3
* xyz 0 1
P -0.05 0.85 -1.40
C -1.69 0.25 -2.02
C -2.22 0.96 -3.27
C -3.66 0.50 -3.54
C -3.82 -1.03 -3.61
C -3.14 -1.78 -2.46
C -1.72 -1.28 -2.18
C 1.36 0.17 -2.36
C 1.26 0.39 -3.87
C 2.60 -0.02 -4.51
C 3.03 -1.46 -4.16
C 2.92 -1.81 -2.67
C 1.63 -1.32 -2.01
C 0.04 2.69 -1.42
C -1.11 3.29 -0.57
C -1.03 4.81 -0.45
C 0.35 5.34 -0.01
C 1.51 4.70 -0.79
C 1.41 3.17 -0.90
H -2.36 0.51 -1.16
H -1.58 0.73 -4.13
H -2.19 2.05 -3.13
H -4.03 0.96 -4.46
H -4.30 0.88 -2.72
H -4.89 -1.29 -3.64
H -3.37 -1.37 -4.55
H -3.73 -1.64 -1.54
H -3.11 -2.85 -2.67
H -1.32 -1.77 -1.27
H -1.07 -1.59 -3.02
H 2.23 0.76 -1.98
H 3.38 0.67 -4.16
H 1.04 1.44 -4.09
H 0.44 -0.21 -4.29
H 2.53 0.09 -5.61
H 4.06 -1.62 -4.50
H 2.39 -2.15 -4.73
H 3.00 -2.90 -2.54
H 3.77 -1.36 -2.14
H 1.68 -1.45 -0.92
H 0.79 -1.94 -2.36
H -0.09 2.92 -2.49
H -2.09 3.01 -0.98
H -1.06 2.84 0.44
H -1.27 5.25 -1.42
H -1.79 5.15 0.27
H 0.50 5.14 1.06
H 0.38 6.43 -0.14
H 2.47 4.96 -0.31
H 1.53 5.12 -1.81
H 2.22 2.80 -1.54
H 1.56 2.73 0.10
Zr 0.25 -0.73 3.31
Cl 2.21 0.22 2.34
Cl -1.43 0.88 2.65
C -0.50 -2.45 2.25
H -1.54 -2.57 1.90
C 0.35 -3.52 1.83
C 1.79 -3.43 1.87
C 2.58 -4.51 1.53
C 2.00 -5.72 1.12
C 0.60 -5.82 0.99
C -0.21 -4.73 1.30
H 2.23 -2.46 2.15
H 3.66 -4.41 1.56
H 0.15 -6.75 0.62
H -1.29 -4.77 1.15
H 2.62 -6.58 0.87
C 1.82 1.50 5.77
N 0.42 1.10 5.73
C -0.67 1.94 5.85
C -1.78 1.15 5.85
N -1.36 -0.16 5.71
C -2.22 -1.31 5.55
C 0.01 -0.21 5.63
Se 1.15 -1.73 5.56
H 2.02 2.22 4.97
H 2.44 0.61 5.59
H 2.06 1.92 6.75
H -0.58 3.01 5.89
H -2.83 1.41 5.88
H -2.83 -1.44 6.44
H -2.88 -1.17 4.68
H -1.61 -2.20 5.37
*
```



# 3
Molecular formula: C30H47FN6O3
Method: DFT, ωB97M-V/def2-TZVPD

Largest force on an atom, eV/Å: 10.16
HOMO-LUMO gap, eV: 7.355
Total energy, eV: -49655.16766
Highest occupied orbital energy, eV: -8.12

The geometry in ORCA input format:
```
! RIJCOSX wB97M-V def2-TZVPD def2/J DEFGRID3
* xyz 0 1
C 4.90 -1.45 0.90
C 6.34 -0.95 1.59
C 6.96 0.16 0.54
C 6.69 1.72 0.93
C 5.24 2.04 1.62
C 4.01 2.30 0.52
C 2.76 2.96 1.41
N 1.73 3.67 0.55
C 0.87 2.78 -0.36
O 1.18 2.48 -1.62
C -0.39 2.36 0.61
C -1.53 1.19 0.51
C -1.55 0.16 -0.77
C -0.85 -1.26 -0.31
O -0.34 -1.07 1.07
C 0.40 -1.53 -1.36
N 1.49 -0.55 -0.97
C -2.61 1.11 1.77
C -2.56 2.17 3.03
N -3.56 2.05 4.16
C -1.43 3.40 3.11
F -1.39 4.41 4.22
C -0.34 3.43 1.85
C 0.92 4.45 1.60
O 1.19 5.61 2.19
H 4.94 -2.59 0.61
H 3.98 -1.19 1.62
H 4.66 -0.86 -0.11
H 7.02 -1.91 1.72
H 6.15 -0.53 2.67
H 6.65 -0.11 -0.57
H 8.15 0.01 0.57
H 7.60 2.12 1.57
H 6.73 2.34 -0.09
H 4.92 1.28 2.47
H 5.36 3.09 2.18
H 3.69 1.29 -0.01
H 4.39 3.07 -0.30
H 2.30 2.14 2.12
H 3.27 3.76 2.11
H -1.07 0.65 -1.71
H -2.68 -0.09 -1.01
H -1.63 -2.16 -0.34
H -0.56 -1.89 1.61
H 0.76 -2.65 -1.35
H -0.02 -1.20 -2.43
H 2.10 -0.95 -0.22
H 2.06 -0.24 -1.81
H -3.42 0.26 1.75
H -2.96 1.94 5.04
H -3.99 1.10 4.04
C -3.57 -3.73 3.05
C -4.13 -3.45 4.44
C -5.50 -2.79 4.41
C -5.41 -1.45 3.69
N -5.33 -0.34 3.10
H -3.41 -2.80 2.48
H -2.60 -4.23 3.12
H -4.24 -4.37 2.47
H -3.42 -2.82 4.99
H -4.20 -4.40 4.99
H -5.86 -2.62 5.43
H -6.23 -3.42 3.89
C 1.34 3.10 -7.13
C 1.35 3.14 -5.60
C 1.82 1.82 -4.98
C 0.88 0.70 -5.39
N 0.10 -0.23 -5.73
H 0.63 2.35 -7.51
H 1.02 4.07 -7.53
H 2.33 2.87 -7.52
H 0.34 3.38 -5.25
H 2.01 3.95 -5.27
H 1.82 1.90 -3.89
H 2.83 1.58 -5.31
C -5.60 -2.72 -2.86
C -4.67 -3.85 -2.44
C -4.72 -4.13 -0.93
C -4.30 -2.89 -0.16
N -3.95 -1.86 0.47
H -5.33 -1.77 -2.39
H -5.56 -2.58 -3.94
H -6.64 -2.95 -2.59
H -3.64 -3.59 -2.73
H -4.94 -4.76 -2.98
H -4.04 -4.96 -0.68
H -5.73 -4.42 -0.63
*
```